DFT (ωB97M-V with the def2-TZVPD basis set) results for C30H36N2O2PPdS2Si as an isolated structure.

```
75
Properties=species:S:1:pos:R:3:forces:R:3
Pd 0.378 0.242 -0.151 0.3 0.5 0.0
S 2.285 3.639 0.282 0.1 0.0 -0.1
S -0.464 -0.601 -2.441 0.1 0.2 0.1
P 1.855 1.924 -0.618 -0.1 -0.1 0.0
Si -0.165 1.374 1.766 0.3 0.1 -0.1
O 1.835 2.308 -2.202 0.0 -0.2 -0.1
O 3.217 1.018 -0.639 0.2 -0.1 0.1
N -1.486 -1.934 0.383 -0.1 -0.2 0.0
N 1.315 -1.481 1.008 -0.1 -0.5 -0.2
C -4.226 1.675 -1.110 -0.1 -0.1 0.0
C 2.729 2.321 4.645 -0.1 0.0 -0.1
C 3.055 1.095 5.205 0.0 0.0 0.0
C 2.670 -3.392 1.520 0.0 0.1 -0.1
C -4.196 0.289 -1.061 0.1 0.2 0.1
C -3.859 -3.993 -2.371 0.0 0.1 0.0
C 1.885 -2.597 0.604 0.1 -0.1 0.3
C -3.086 2.352 -1.526 -0.1 0.2 0.0
C -2.230 -2.629 -0.549 0.0 -0.1 0.1
C 1.477 0.026 3.732 0.0 -0.1 0.1
C -3.909 -2.604 -2.273 0.0 -0.2 -0.2
C 5.234 0.945 0.644 0.1 0.0 0.0
C 1.772 2.392 3.635 0.1 0.1 0.1
C -1.884 0.255 -1.859 -0.5 0.1 -0.1
C -1.715 0.507 2.438 0.0 -0.1 0.3
C 2.237 1.377 -3.219 -0.1 0.1 0.1
C 1.800 -3.126 -0.731 0.0 0.0 0.1
C 3.171 -5.065 -0.171 -0.1 0.1 0.1
C -3.051 -0.418 -1.407 0.2 -0.3 -0.3
C 3.515 1.879 -3.859 0.1 0.0 -0.1
C 2.420 -4.309 -1.076 0.0 0.0 0.0
C 1.125 1.251 3.157 0.0 0.0 0.1
C -1.949 1.665 -1.894 0.2 -0.4 0.0
C -2.950 -4.685 -1.585 -0.1 -0.2 -0.1
C 2.426 -0.055 4.745 0.0 0.0 -0.1
C -2.150 -4.017 -0.677 0.1 0.2 0.2
C 3.277 -4.569 1.130 0.0 0.0 0.0
C 3.773 0.561 0.609 -0.1 0.2 -0.2
C -0.728 3.168 1.722 -0.2 0.1 -0.1
C -3.082 -1.913 -1.409 0.1 0.3 0.3
H -1.454 -4.558 -0.046 0.0 0.0 0.0
H -5.119 2.216 -0.823 0.0 0.0 0.0
H 3.623 -0.513 0.668 0.0 -0.1 0.0
H -2.869 -5.763 -1.668 0.0 0.0 0.0
H 2.310 -4.654 -2.101 0.0 0.0 0.0
H -1.064 2.195 -2.219 0.1 0.1 0.0
H 1.418 1.302 -3.932 -0.1 0.1 -0.1
H 0.009 3.819 1.250 -0.1 -0.1 0.1
H -1.666 3.232 1.157 0.1 0.0 0.0
H 3.815 1.209 -4.672 0.0 0.0 0.0
H -3.080 3.436 -1.560 0.0 0.0 0.0
H -4.561 -2.033 -2.924 0.0 0.0 0.0
H 5.699 0.563 1.560 0.0 0.0 0.0
H 2.379 0.384 -2.803 0.0 -0.1 0.1
H 3.653 -5.989 -0.466 0.0 0.0 0.0
H 2.687 -1.023 5.159 0.0 0.0 0.0
H 3.378 2.883 -4.268 0.0 0.0 0.0
H -5.069 -0.264 -0.735 0.0 0.0 0.0
H 3.805 1.032 5.986 0.0 0.0 0.0
H 3.857 -5.115 1.871 0.0 0.0 0.0
H 3.239 1.019 1.444 0.0 0.0 0.0
H -2.051 1.104 3.297 0.0 -0.1 -0.1
H -0.925 3.510 2.749 0.0 0.0 -0.1
H 1.220 -2.579 -1.460 -0.1 0.1 0.0
H -1.949 -1.199 0.884 0.0 0.1 -0.1
H 1.033 -0.886 3.350 0.0 0.0 0.0
H 4.316 1.914 -3.118 -0.1 0.0 0.0
H 5.765 0.521 -0.213 0.0 0.0 0.0
H -4.494 -4.515 -3.074 0.0 0.0 0.0
H 2.786 -3.034 2.539 0.0 0.0 0.0
H 1.556 3.356 3.184 0.0 -0.1 0.0
H -2.530 0.492 1.704 0.1 0.1 0.0
H -0.755 -2.388 0.909 0.1 -0.1 -0.1
H 5.341 2.033 0.619 0.0 -0.1 0.0
H -1.530 -0.512 2.798 0.0 0.1 -0.1
H 3.228 3.225 4.979 0.0 0.0 0.0
```
Forces are in eV/Å.

* frontier orbital gap (spin up / spin down): 5.8 / 5.5 eV
* LUMO level (spin up / spin down): 4.742 / 4.738 eV
* ⟨S²⟩: 0.761
* total charge: -2
* relative energy (zero: lowest compared OMol25 entry of this formula, charge and spin): 210.25 kJ/mol
* HOMO level (spin up / spin down): -1.1 / -0.7 eV
* multiplicity: 2

DFT (ωB97M-V with the def2-TZVPD basis set) results for a 3-piece molecular cluster, C20H49B3N2O11S overall.

```
86
Properties=species:S:1:pos:R:3:forces:R:3
S -0.500 3.117 -0.476 0.1 -0.3 -0.3
O 0.902 3.065 -0.828 0.0 0.0 0.0
O 5.819 5.056 -5.967 0.0 -0.1 0.0
O -2.264 0.901 -0.276 -0.1 0.3 0.4
O 0.434 -8.465 0.954 0.0 0.0 0.1
O -1.816 -1.000 1.075 -0.2 0.3 0.5
O -1.430 -6.673 2.644 0.0 0.0 0.0
O 3.400 4.804 -3.167 -0.1 0.0 -0.1
O 0.443 -4.772 1.079 -0.1 0.0 0.0
O 3.120 3.538 -5.973 0.0 0.0 0.0
O -1.449 3.680 -1.404 -0.1 0.0 0.0
O -0.076 0.560 0.601 -0.2 0.5 0.7
N 0.013 -0.722 2.682 0.7 -0.8 -0.8
N -5.578 3.180 4.755 0.1 0.0 0.0
C 7.102 4.994 -6.540 0.0 0.0 0.0
C -4.266 -0.553 0.406 -0.1 0.0 -0.1
C 4.800 5.038 -6.949 0.0 0.0 0.0
C 3.695 3.039 -4.773 0.0 -0.1 0.0
C 2.581 5.351 -2.157 0.2 0.1 0.0
C -4.995 0.236 1.517 -0.1 -0.1 0.0
C 1.907 -0.747 4.272 0.1 0.3 0.0
C -1.570 -7.187 1.328 -0.1 0.0 0.0
C 2.987 3.495 -3.518 0.1 0.0 0.0
C -0.162 -6.133 2.975 0.0 0.0 0.1
C 0.448 -3.482 0.513 0.0 -0.1 -0.1
C -0.622 4.032 1.034 0.1 0.1 0.2
C -5.800 2.060 3.830 0.0 0.1 0.1
C -0.965 -8.560 1.143 0.1 0.0 0.0
C 3.439 4.877 -6.309 0.0 0.0 0.0
C -4.809 1.748 1.447 -0.1 0.0 0.0
C 1.416 -0.316 2.891 -0.1 0.0 0.2
C -5.732 2.546 2.374 0.1 0.0 0.1
C 0.060 -4.736 2.439 0.0 0.0 0.0
C 1.064 -9.722 1.027 0.0 0.0 -0.1
B -0.611 -0.422 1.456 0.0 0.0 -0.3
B -1.009 1.333 -0.008 0.1 -0.3 -0.5
B -2.742 -0.239 0.396 0.2 -0.2 -0.4
H -0.149 -6.076 4.065 0.0 0.0 0.0
H 2.124 -9.568 0.838 0.0 0.0 0.0
H -1.615 3.927 1.470 0.0 0.0 0.0
H 4.759 3.282 -4.716 0.0 0.0 0.0
H -0.868 -4.157 2.555 0.0 0.0 0.0
H 3.350 5.536 -5.442 0.1 0.0 0.0
H -2.646 -7.273 1.168 0.0 0.0 0.0
H -4.439 -1.617 0.576 0.1 0.0 -0.1
H 2.591 4.731 -1.256 0.0 0.0 0.0
H 1.902 3.472 -3.679 0.0 0.0 0.0
H 7.278 5.837 -7.220 0.0 0.0 0.0
H 1.146 -2.823 1.050 0.0 0.0 0.0
H -6.733 2.587 1.941 0.0 0.0 0.0
H 0.780 -3.570 -0.519 0.0 0.0 0.0
H 3.592 1.954 -4.839 0.0 0.0 0.0
H -0.449 5.069 0.744 0.0 0.0 0.0
H -3.771 2.028 1.661 0.0 -0.1 0.0
H 1.481 0.764 2.782 -0.1 0.0 0.0
H -0.075 -1.712 2.894 -0.4 0.2 0.4
H 1.070 -0.815 4.967 0.0 -0.1 0.0
H 0.853 -4.250 3.030 0.0 0.0 0.0
H -5.089 1.242 3.997 0.0 0.0 0.0
H -6.797 1.675 4.046 0.1 -0.2 0.0
H 7.826 5.039 -5.729 0.0 0.0 0.0
H -6.065 0.015 1.451 0.0 0.0 0.0
H 2.441 -1.696 4.237 -0.2 -0.1 0.0
H 0.666 -10.413 0.274 0.0 0.0 0.0
H 2.056 -0.750 2.118 0.1 0.1 0.0
H -5.370 3.577 2.406 -0.1 0.0 -0.1
H -4.696 -0.294 -0.565 0.0 0.0 0.0
H 0.648 -6.790 2.651 0.0 0.0 0.0
H 4.968 4.211 -7.651 0.0 0.0 0.0
H 1.544 5.448 -2.500 0.0 0.0 0.0
H 2.975 6.339 -1.923 0.0 0.0 0.0
H -4.672 -0.152 2.486 0.0 0.0 0.0
H -1.423 -9.038 0.266 0.0 0.0 0.0
H 0.938 -10.174 2.018 0.0 0.0 0.0
H -5.000 2.066 0.419 0.1 0.1 0.0
H -4.683 3.615 4.555 0.0 0.0 0.0
H 0.161 3.698 1.710 0.0 0.0 0.0
H 2.692 5.173 -7.048 0.0 0.0 0.0
H 7.246 4.061 -7.097 0.0 0.0 0.0
H -0.557 -3.046 0.532 0.1 0.0 0.0
H 4.821 5.982 -7.514 0.0 0.0 0.0
H 3.222 2.802 -2.699 0.0 0.0 0.0
H -1.186 -9.174 2.026 0.0 0.0 0.0
H -1.163 -6.495 0.587 0.0 0.0 0.0
H -5.518 2.842 5.710 -0.1 0.0 0.0
H 2.600 -0.009 4.677 0.1 0.0 0.0
```
Forces are in eV/Å.

* structure (SMILES): CCNB1OB(CCCCCN)OB(S(C)(=O)=O)O1.COCCOCCOC.COCCOCCOC
* frontier orbital gap: 9.1 eV
* LUMO level: 0.188 eV
* total charge: 0
* relative energy (zero: lowest compared OMol25 entry of this formula, charge and spin): 20.47 kJ/mol
* HOMO level: -8.9 eV
* multiplicity: 1